Version w
# C84H185N11O11

A cluster of 11 separate species, C84H185N11O11 in total (wB97M-V/def2-TZVPD, OMol25).

Structure (SMILES): CC1(C)CCCC(C)(C)N1O.CC1(C)CCCC(C)(C)N1O.CC1(C)CCCC(C)(C)N1O.CC1(C)CCCC(C)(C)N1O.CC1(C)CCCC(C)(C)N1O.CC1(C)CCCC(C)(C)N1O.CC1(C)CCCC(C)(C)N1O.CC1(C)CCCC(C)(C)N1O.COC[C@H](C)N.COC[C@H](C)N.COC[C@H](C)N
Frontier orbital gap in eV: 8.48

```
! RIJCOSX wB97M-V def2-TZVPD def2/J DEFGRID3
* xyz 0 1
C -26.81 9.54 -8.52
O -27.69 1.23 -2.23
H -34.90 10.36 -0.97
H -38.38 11.17 -7.91
H -36.05 9.92 1.24
H -32.58 12.35 -0.75
H -31.34 6.09 -9.58
H -28.83 5.05 -10.37
H -22.27 4.33 -7.97
H -31.93 5.91 1.10
H -31.63 3.15 -1.68
C -22.11 4.32 -4.57
H -29.29 7.98 -6.46
H -25.19 1.38 -2.77
H -23.24 6.38 -8.74
C -33.84 3.67 -6.73
H -38.61 7.16 1.02
C -31.74 11.74 -1.02
H -27.24 10.52 -8.57
H -33.37 2.89 -6.13
C -31.56 13.92 -8.78
H -22.14 6.72 -3.35
H -32.40 9.52 -0.13
H -32.60 8.28 -4.98
H -25.47 7.46 -9.53
H -30.26 5.20 -2.22
H -34.54 4.57 -4.90
H -31.09 16.33 -7.22
C -36.88 8.27 -2.76
H -34.24 15.18 -5.85
H -32.04 4.77 -7.39
O -32.31 12.09 -6.41
H -30.69 -0.81 -3.57
H -35.42 7.62 -6.54
H -29.89 4.21 3.41
H -29.56 13.28 -2.72
H -31.78 16.26 -4.84
H -37.54 11.38 -9.41
H -28.37 10.33 -2.23
H -28.56 5.50 -8.69
H -27.25 11.14 -1.08
C -38.12 7.41 0.11
H -22.77 5.58 -2.14
O -34.97 11.95 -9.50
H -27.56 10.70 -4.57
C -30.76 6.85 -9.05
H -33.90 4.78 -1.57
C -34.66 9.62 -9.31
C -28.87 -0.80 -2.50
C -23.25 6.79 -7.73
C -35.88 10.18 -1.35
H -28.19 -2.58 -1.44
H -26.16 10.80 -3.60
C -22.17 3.65 -5.91
H -25.04 14.39 -1.44
H -24.46 15.37 -2.86
H -24.34 7.89 -5.25
C -26.30 12.40 -4.97
H -24.64 12.90 -3.60
H -30.81 8.06 -11.37
C -29.12 12.59 -3.46
H -32.84 8.96 -10.30
O -24.57 6.98 -5.24
H -29.11 9.32 -5.36
H -36.90 7.48 2.59
C -27.03 9.07 -10.92
N -28.71 8.18 -9.16
C -36.83 8.08 0.48
C -29.96 4.11 -4.85
H -32.49 5.54 -1.75
H -21.26 3.08 -6.11
H -27.90 14.91 -4.64
N -26.92 13.25 -2.38
C -32.59 8.37 2.31
H -33.04 2.35 -1.08
C -29.55 5.50 -4.30
C -33.47 14.89 -6.56
C -33.32 9.90 -10.02
H -29.19 8.12 -11.83
H -32.46 13.00 -3.93
H -31.75 8.23 -2.98
H -31.95 14.93 -8.65
H -36.75 12.97 -7.74
H -24.95 3.72 -4.73
C -32.96 13.83 -4.43
H -35.79 2.50 -6.69
N -31.49 13.28 -6.28
C -28.33 6.01 -5.05
H -30.07 8.26 -2.52
H -25.53 5.68 -7.01
H -27.37 -3.81 -3.14
C -23.44 5.66 -6.77
H -34.13 9.29 -3.01
H -32.43 5.80 -4.84
H -33.47 8.72 2.86
H -33.92 14.18 -7.25
H -36.50 8.56 -10.20
H -30.95 12.33 -1.49
H -21.18 4.92 -4.50
H -33.08 10.66 0.98
C -31.27 15.46 -5.35
H -31.35 7.74 -8.91
N -34.09 4.75 -5.78
H -30.63 11.56 -8.49
H -26.71 6.98 -8.29
C -31.54 4.95 0.71
C -32.22 3.00 -0.77
C -22.25 4.72 -6.95
H -34.17 7.67 -8.72
C -36.29 10.84 -7.78
H -24.00 7.55 -7.69
C -35.69 8.35 -7.29
N -31.24 10.40 2.92
H -25.27 0.27 -1.51
O -27.72 13.98 -1.45
C -35.63 9.15 -10.45
C -30.01 12.22 -7.90
H -33.16 14.64 -3.69
C -26.55 0.23 -4.58
C -27.51 -2.76 -3.42
C -25.40 13.37 -4.23
H -30.69 8.90 1.58
H -25.63 0.37 -5.15
C -30.55 7.88 -4.70
H -27.52 5.32 -4.83
H -37.90 9.67 -8.75
H -27.68 9.86 -11.31
C -25.21 0.30 -2.58
H -26.94 8.23 -11.63
H -27.03 12.89 -5.60
H -23.01 2.95 -6.03
H -31.41 1.89 -9.35
H -36.45 8.02 -7.97
C -27.76 12.19 -2.94
H -25.82 -2.10 -2.16
H -30.45 10.91 2.56
O -31.18 4.17 1.83
O -31.85 6.08 -4.10
N -35.00 10.83 -8.55
H -28.88 11.58 -1.10
H -24.98 4.04 -6.69
C -35.82 8.73 -1.76
H -34.66 5.40 -6.31
C -37.62 10.70 -8.56
H -30.64 5.17 0.15
C -31.60 9.43 1.89
H -30.71 3.27 -8.58
C -34.45 8.57 -8.18
H -29.55 -2.82 -2.49
O -29.49 9.34 -9.26
H -26.48 15.90 -4.48
N -33.16 5.27 -1.05
C -36.39 12.23 -7.03
H -24.33 3.66 -3.19
H -33.95 13.50 -4.66
H -29.78 11.65 -6.99
H -36.90 7.20 -2.95
C -29.90 7.47 -11.32
H -27.70 15.90 -3.17
H -28.59 4.66 -2.57
C -25.33 15.04 -2.29
H -30.73 15.05 -4.49
C -23.00 6.12 -3.07
H -38.77 8.12 -0.43
H -29.03 6.36 -2.29
C -24.58 4.40 -3.97
H -33.20 15.70 -7.21
H -30.02 6.50 -11.80
H -25.39 -2.23 -3.87
H -29.30 -0.91 -4.70
C -26.94 11.44 -4.01
C -28.53 5.88 -9.72
H -35.23 7.68 1.98
H -30.38 5.83 2.80
H -29.08 13.04 -4.46
C -26.25 14.24 -3.22
H -38.04 10.26 -0.98
O -31.21 11.15 0.16
C -27.18 15.27 -3.90
H -31.98 11.07 3.10
H -21.36 5.31 -7.02
H -29.12 12.49 -8.48
H -37.73 9.80 1.60
H -22.30 7.23 -7.54
H -35.63 11.79 -10.19
H -33.42 4.08 0.63
C -28.08 11.26 -1.76
H -33.62 8.19 -1.77
H -24.73 4.70 -8.27
H -30.25 0.54 -1.48
C -37.00 9.65 0.80
C -37.10 10.45 -0.48
H -23.85 6.77 -2.93
C -26.19 -1.93 -3.19
H -34.75 6.34 -0.77
H -32.11 7.65 2.97
C -27.31 8.52 -9.52
H -29.67 9.63 -8.37
C -26.42 -0.40 -3.25
H -30.30 4.21 -5.88
H -35.12 8.52 -11.19
H -25.40 5.04 -3.66
H -26.09 9.64 -10.87
H -31.53 9.37 -5.95
H -33.06 12.25 -6.99
H -35.94 10.74 -2.29
H -36.61 8.86 -3.64
C -32.14 10.20 0.69
C -28.59 -2.33 -2.44
H -27.31 1.45 -1.39
C -31.69 8.36 -5.56
C -31.59 2.64 -8.60
C -35.09 3.02 -7.37
H -25.61 11.87 -5.63
C -30.74 13.50 -7.52
C -32.30 14.36 -5.71
H -29.20 3.36 -4.69
C -30.45 15.82 -6.51
C -23.33 5.22 -4.28
H -28.56 5.85 -6.13
H -37.07 12.24 -6.21
H -29.76 0.65 -4.01
C -29.35 5.44 -2.75
H -29.08 -0.42 -0.49
H -35.41 12.58 -6.74
H -29.07 14.19 -6.34
O -35.70 6.61 -0.86
N -35.75 7.93 -0.50
C -29.47 7.16 -9.88
H -25.84 15.92 -1.88
H -33.55 5.16 -8.16
H -34.49 7.53 -3.09
C -32.93 4.33 -7.79
C -36.26 7.40 1.74
H -27.11 9.13 -7.54
C -29.70 -0.42 -3.79
H -26.50 5.16 -9.81
H -24.33 -0.22 -2.91
C -27.08 6.04 -10.06
H -37.07 11.46 -0.09
H -37.88 8.65 -2.57
N -30.63 6.42 -4.73
C -29.76 -0.43 -1.36
H -31.70 2.03 -7.71
H -29.19 14.81 -7.99
C -26.52 7.22 -9.32
H -35.91 9.99 -11.06
H -25.71 9.52 -8.56
C -29.76 14.61 -7.08
O -32.72 3.42 -8.88
H -36.16 6.33 1.51
H -27.91 -2.67 -4.42
H -30.86 13.99 -9.61
H -37.96 6.49 -0.44
C -32.64 4.26 -0.13
N -23.41 6.18 -5.42
H -30.81 9.63 -3.52
H -30.50 6.54 -8.04
H -27.02 1.21 -4.39
H -35.28 10.15 -6.06
H -27.18 -0.33 -5.27
C -24.73 4.97 -7.18
H -34.71 2.38 -8.20
H -32.12 11.01 -1.76
H -22.00 3.64 -3.71
H -29.20 4.90 1.94
H -30.82 3.76 -4.29
C -36.12 9.75 -6.65
C -29.26 8.21 -5.36
H -29.71 11.68 -3.55
H -33.60 8.90 -7.56
H -30.53 -1.17 -1.15
C -28.05 7.50 -4.79
H -27.90 7.75 -3.74
H -29.71 16.59 -6.27
H -31.81 7.75 -6.46
N -27.56 -0.18 -2.31
H -26.95 6.04 -11.16
H -32.70 10.44 -9.30
H -27.61 13.65 -0.56
C -30.10 4.81 2.52
H -32.36 13.19 -8.98
C -34.46 8.43 -2.45
H -31.67 2.48 0.03
H -32.95 7.82 1.44
H -37.01 9.67 -6.06
H -33.49 10.58 -10.85
H -24.99 14.13 -4.88
H -35.63 3.84 -7.88
H -27.16 7.89 -5.30
C -30.78 8.54 -3.33
*
```

Atom charges from the Mulliken analysis, given in e for atoms 1 to 5: -1.7719, -0.1228, 0.2616, 0.5429, 0.1768

***

Version x
# C84H185N11O11

A cluster of 11 separate species, C84H185N11O11 in total (wB97M-V/def2-TZVPD, OMol25).

Structure (SMILES): CC1(C)CCCC(C)(C)N1O.CC1(C)CCCC(C)(C)N1O.CC1(C)CCCC(C)(C)N1O.CC1(C)CCCC(C)(C)N1O.CC1(C)CCCC(C)(C)N1O.CC1(C)CCCC(C)(C)N1O.CC1(C)CCCC(C)(C)N1O.CC1(C)CCCC(C)(C)N1O.COC[C@H](C)N.COC[C@H](C)N.COC[C@H](C)N
Frontier orbital gap in eV: 8.18

```
! RIJCOSX wB97M-V def2-TZVPD def2/J DEFGRID3
* xyz 0 1
C -2.27 8.11 9.37
H -4.17 18.45 12.27
C 0.11 22.83 8.48
H 2.61 19.12 -0.41
C -9.03 10.57 -1.04
H -1.91 12.64 8.78
C -0.32 21.13 5.24
H 2.59 20.38 7.25
C -7.86 11.38 -3.25
H 3.16 21.02 5.01
N -6.80 9.24 3.28
O -3.40 8.01 3.05
H -2.67 12.41 2.52
H -7.57 15.20 -0.31
H 2.65 13.49 2.97
C 3.92 9.03 7.43
C -4.56 6.82 -2.13
C -2.20 8.56 2.55
O -0.81 12.72 0.65
H 2.98 16.68 -1.93
C -8.01 17.76 1.70
H -1.62 8.27 11.39
N 2.56 12.92 2.14
H -11.07 11.98 -1.93
H 5.10 5.95 7.95
C -4.17 17.19 8.93
H -2.39 20.65 9.61
H -6.53 6.57 2.96
H -0.80 21.37 6.19
C -6.13 18.90 0.56
H -0.06 11.02 -0.43
H -1.24 7.99 9.04
C -5.00 16.24 9.87
H -4.85 19.91 9.03
H -2.74 16.92 -0.59
C -4.55 8.16 8.27
H 1.38 16.85 -3.69
N -2.54 15.37 2.66
H -6.31 16.12 2.55
H -2.48 18.85 12.62
H -3.44 15.83 2.64
H -1.54 4.71 -4.41
H -5.27 8.67 4.65
H -3.09 15.63 8.06
H -0.85 18.54 9.36
H -6.84 19.71 0.38
H 2.23 23.48 4.20
H -4.79 15.25 9.47
H -4.30 9.61 2.28
C -4.22 3.87 -3.78
H 0.96 7.78 6.64
C 2.98 9.82 6.54
H -1.93 18.17 -2.85
H -4.31 4.22 0.19
H -5.21 16.47 1.20
H -4.42 14.79 4.66
H -2.76 7.37 -4.06
H -8.10 9.87 0.86
H 1.95 7.93 8.63
H -3.95 18.91 4.67
H 0.10 14.05 1.91
H -0.25 20.04 5.19
C -1.14 18.11 -2.09
C -4.59 11.01 10.28
C 2.20 16.96 0.67
C -7.55 13.03 -0.38
H 0.96 13.94 0.43
C -6.19 12.95 -1.07
H -1.00 4.75 -2.76
C -5.23 20.02 3.20
O -0.51 17.20 0.82
C -3.92 19.43 3.71
H -6.02 17.90 7.89
C 2.03 16.21 -1.67
C 2.46 23.48 8.40
H -0.40 12.48 -1.27
C -6.18 6.97 3.92
H -3.38 8.62 11.19
H -10.73 10.67 -2.99
C 2.75 9.28 5.17
C -4.71 19.55 0.69
H -3.00 17.21 12.12
H -2.29 8.64 1.47
H 1.95 17.73 1.39
H -5.37 6.34 4.28
H -1.12 10.45 10.42
C 1.08 7.43 5.62
H -5.25 4.00 -3.44
H -1.29 18.82 -1.28
C -3.15 4.66 -2.93
H -1.68 9.30 6.83
H -5.40 6.31 -0.15
H -8.79 14.48 0.66
H 0.84 22.81 3.60
H -0.71 15.81 -3.59
C -2.18 16.12 -1.07
H -2.85 15.81 -1.88
H -8.62 18.66 1.79
C -1.44 17.93 10.05
H -3.28 20.59 11.07
H -4.93 8.14 9.30
C -2.50 8.58 6.95
H -3.40 3.09 -1.57
H 0.52 25.10 7.27
C 2.47 7.05 8.25
C 1.11 24.41 6.67
C -2.39 20.17 10.58
H -6.98 7.12 4.64
H -7.48 12.36 -3.54
N -8.65 12.95 -1.36
H -8.24 11.04 -4.22
H 5.31 7.41 8.85
H -10.41 12.31 -3.51
O 1.68 20.65 7.42
C 3.76 7.49 7.34
C 2.18 20.79 4.60
H -1.48 15.61 5.89
H -1.92 15.76 10.15
H -6.00 20.82 5.16
H 2.77 13.53 1.37
H 0.34 7.94 4.99
C -2.69 12.52 9.52
H -4.84 17.07 2.76
H -3.50 13.22 9.29
H -2.36 10.77 11.62
H 1.33 11.10 3.45
H 1.98 8.12 3.04
H -5.17 21.98 4.07
H -1.28 8.05 2.85
H 1.84 9.80 4.89
H -9.95 10.56 -0.45
C -4.53 6.17 -0.78
C -2.38 8.76 10.78
N -3.81 18.55 9.47
H -5.27 11.52 9.59
H 0.81 6.37 5.52
H 4.96 9.22 7.16
H -3.61 18.62 3.05
C -7.91 10.52 0.01
H 3.74 9.47 8.41
H 1.73 6.33 7.90
H -0.78 22.73 7.87
H -3.67 6.46 -0.17
H -2.66 14.66 1.95
H -5.23 8.79 7.70
C -3.14 18.28 11.97
O -8.82 14.10 -2.08
H -2.29 4.31 -1.07
H -3.04 11.41 3.91
N 1.65 21.87 6.73
C 1.27 23.11 4.55
C 1.19 21.72 5.30
C 0.71 11.92 3.09
C -0.75 11.87 -0.44
H 5.95 7.33 7.19
H -5.59 21.44 1.58
H -3.19 11.27 6.79
H -2.19 12.97 10.38
N 3.50 7.02 5.92
H 0.37 25.12 4.69
H 2.13 15.21 -1.26
H 2.06 19.78 4.99
H -6.56 5.98 -2.50
H -7.18 10.62 -2.87
H 0.11 21.89 9.03
H -0.27 11.55 2.78
H -4.41 8.89 -1.18
H 2.36 24.30 9.12
H -3.83 21.03 1.78
H -6.67 7.68 -2.26
H -0.28 18.46 -2.66
C -5.64 8.44 3.65
C -1.79 15.91 4.89
H -2.39 17.20 7.62
C -3.15 8.81 8.30
H -6.44 18.07 4.61
H -0.28 14.65 -2.32
H 2.81 22.56 8.88
H 3.28 17.04 0.51
O -3.88 10.98 7.39
H -4.81 8.03 1.68
O -7.08 18.65 4.20
H -4.14 4.12 -4.84
H -5.43 4.18 -1.01
H 3.43 10.81 6.49
C -5.02 17.55 7.63
H 2.96 6.67 9.15
C -2.74 18.66 10.54
C -0.24 15.70 -2.61
H -0.54 23.88 5.54
N -3.51 6.13 -3.02
H -6.64 10.23 3.39
H -2.42 16.80 5.00
C -3.95 8.18 -1.87
C -6.04 6.91 -2.71
H -8.16 17.37 0.70
H -4.52 7.20 7.75
C -5.82 21.11 4.13
H -8.49 17.06 2.39
H 3.64 9.61 4.64
O 3.50 5.60 5.68
H -5.94 13.54 -1.95
H -3.98 18.79 0.96
H -2.61 7.10 9.59
C -3.49 12.02 3.13
H -7.20 9.10 2.36
C -0.87 16.67 -1.50
C 2.50 7.74 5.13
C 2.72 7.56 3.61
H -6.27 18.29 -0.33
H -2.26 7.54 6.73
H -3.94 2.82 -3.71
H -6.07 16.39 9.98
H 2.04 18.81 -2.11
H 1.70 15.24 -3.57
N -6.37 19.02 3.03
H 2.01 10.01 7.01
O -4.25 13.12 3.63
H -2.11 9.61 2.84
C -7.75 14.36 0.36
H -1.75 11.45 -0.57
H 1.99 25.04 6.56
H -4.77 9.95 10.45
C 1.32 12.31 1.81
N -3.18 10.32 8.44
C -3.27 4.17 -1.53
O -4.95 19.26 9.73
H -4.14 11.54 2.40
H -0.89 16.31 4.42
H -3.00 8.19 -1.33
N 0.04 16.80 -0.45
C -4.60 8.61 2.58
H -4.50 11.61 11.18
H 3.38 23.78 7.91
C -2.18 10.31 10.65
H -1.45 20.30 11.12
H -8.91 9.56 -1.45
C -3.16 11.06 9.70
C 0.39 13.33 1.14
H 1.94 16.07 1.24
C -1.76 4.32 -3.42
C -5.68 16.88 2.09
H -8.55 12.28 1.29
H -7.14 14.53 1.25
H -1.62 14.01 3.85
C -8.89 11.67 -2.11
C -6.49 18.17 1.90
H 2.57 6.54 3.26
H -5.94 7.36 -3.69
C -2.37 14.79 3.98
C 5.13 7.03 7.84
H 3.73 7.86 3.34
H -3.15 8.71 6.09
H -0.94 17.69 10.99
H -6.76 11.91 1.12
C -10.34 11.64 -2.66
H -4.43 20.07 -0.22
C -4.86 20.67 1.82
C 1.83 18.69 -1.05
H 0.62 12.70 3.85
C -7.74 11.95 0.64
C 1.27 23.08 7.53
H -7.00 9.97 -0.22
H 1.65 11.50 1.17
H -0.83 21.39 4.32
H 2.77 5.22 6.16
C 1.43 17.18 -0.63
H -6.78 21.45 3.73
C -3.62 14.06 4.49
H -0.05 23.68 9.15
H -1.66 3.24 -3.50
C -2.82 16.62 8.43
H -5.44 13.32 -0.37
O -3.39 6.67 -4.25
H 2.11 20.62 3.52
C 0.46 24.22 5.30
H -4.53 16.16 10.85
C 1.25 16.04 -2.97
H -3.65 8.69 -2.79
H -4.60 18.25 6.91
H -0.66 16.19 9.09
C -1.66 16.50 9.40
H -5.28 16.69 7.02
H 0.97 19.35 -0.93
H -2.07 15.28 -0.38
C -4.48 4.66 -0.79
H -3.42 13.50 5.41
H -9.47 14.60 -1.59
H -5.78 11.94 -1.15
H -3.05 20.07 3.90
H -0.94 16.36 1.00
*
```

Atom charges from the Mulliken analysis, given in e for atoms 1 to 5: -0.9033, 0.3046, -1.8010, 0.4455, -1.9864

***

version w ends up most stable, edging out the next structure by 9.499 eV.